Run a
A gas-phase ion, CH5N2 (charge +1), computed with the ωB97M-V functional and the def2-TZVPD basis.

Last columns: bonded neighbours and bond lengths (Å).
Atoms and positions in Å:
1 N 0.634 -1.246 0.638  C2 1.781, H4 1.031, H5 1.053
2 C 0.315 0.280 -0.224  N1 1.781, N3 1.258, H6 1.157
3 N -0.638 1.084 -0.054  C2 1.258, H7 1.031, H8 1.093
4 H 1.232 -1.891 0.100  N1 1.031
5 H -0.304 -1.700 0.783  N1 1.053
6 H 1.108 0.527 -1.029  C2 1.157
7 H -0.804 1.807 -0.770  N3 1.031
8 H -1.543 1.139 0.556  N3 1.093

The structure (SMILES) is NC=[NH2+]. Its charge is +1. The calculation puts the HOMO-LUMO gap at 10.622 eV. As for the multiplicity: 1. The calculation puts the LUMO energy at -5.3321 eV.

Charges in e, computed with Löwdin, in the same order as the atoms: atom 1 (N): 0.09, atom 2 (C): 0.03, atom 3 (N): 0.17, atom 4 (H): 0.07, atom 5 (H): 0.08, atom 6 (H): 0.17, atom 7 (H): 0.16, atom 8 (H): 0.22

Run b
2 unconnected molecules or ions with the total composition CH5N2, computed with the ωB97M-V functional and the def2-TZVPD basis.

Last columns: bonded neighbours and bond lengths (Å).
Atoms and positions in Å:
1 C -0.439 -0.223 0.215  N2 1.249, H4 1.063
2 N -1.381 0.340 -0.381  C1 1.249, H5 1.077, H6 1.059
3 N 1.708 0.096 -0.049  H7 1.070, H8 1.004
4 H -0.325 -1.031 0.895  C1 1.063
5 H -2.352 0.031 -0.033  N2 1.077
6 H -1.291 1.021 -1.188  N2 1.059
7 H 1.794 0.425 0.965  N3 1.070
8 H 1.607 0.905 -0.634  N3 1.004

Its charge is +1. The calculation puts the HOMO-LUMO gap (spin up / spin down) at 10.319 / 10.319 eV. As for the multiplicity: 1. The calculation puts the LUMO energy (spin up / spin down) at -5.8575 / -5.8566 eV.

Charges in e, computed with Löwdin, in the same order as the atoms: atom 1 (C): 0.13, atom 2 (N): 0.17, atom 3 (N): 0.15, atom 4 (H): 0.11, atom 5 (H): 0.20, atom 6 (H): 0.20, atom 7 (H): 0.06, atom 8 (H): 0.00

The structure with the greatest stability is run a.

Run a
2 unconnected molecules or ions with the total composition C3H11N2PS, computed with the ωB97M-V functional and the def2-TZVPD basis.

Last columns: bonded neighbours and bond lengths (Å).
Atoms and positions in Å:
1 C 0.367 0.306 -1.472  C3 1.540, H8 1.098, H9 1.086, H10 1.071
2 C -1.652 -1.372 -1.196  C3 1.537, H11 1.085, H12 1.076, H13 1.067
3 C -0.155 -1.071 -1.023  C1 1.540, C2 1.537, P6 1.839, H14 1.177
4 N -0.982 -0.278 1.460  P6 1.576, H15 0.983
5 N 1.379 2.304 1.609  H16 1.021, H17 1.055, H18 1.021
6 P 0.169 -1.119 0.787  C3 1.839, N4 1.576, S7 1.963
7 S 1.802 -1.769 1.661  P6 1.963
8 H -0.332 0.587 -2.271  C1 1.098
9 H 0.142 0.882 -0.579  C1 1.086
10 H 1.395 0.313 -1.768  C1 1.071
11 H -2.196 -1.011 -2.063  C2 1.085
12 H -2.242 -0.914 -0.421  C2 1.076
13 H -1.723 -2.408 -0.949  C2 1.067
14 H 0.521 -1.908 -1.499  C3 1.177
15 H -0.968 -0.212 2.441  N4 0.983
16 H 2.298 1.991 1.927  N5 1.021
17 H 1.211 3.042 0.874  N5 1.055
18 H 0.967 2.637 2.482  N5 1.021

The calculation puts the HOMO-LUMO gap at 9.093 eV. As for the multiplicity: 1. The calculation puts the LUMO energy at 0.0726 eV.

Charges in e, computed with Löwdin, in the same order as the atoms: atom 1 (C): -0.12, atom 2 (C): -0.14, atom 3 (C): -0.54, atom 4 (N): -0.20, atom 5 (N): -0.01, atom 6 (P): 0.34, atom 7 (S): 0.15, atom 8 (H): 0.08, atom 9 (H): 0.03, atom 10 (H): 0.07, atom 11 (H): 0.08, atom 12 (H): 0.04, atom 13 (H): 0.06, atom 14 (H): 0.14, atom 15 (H): -0.04, atom 16 (H): 0.01, atom 17 (H): 0.04, atom 18 (H): 0.00

Run b
2 unconnected molecules or ions with the total composition C3H11N2PS, computed with the ωB97M-V functional and the def2-TZVPD basis.

Last columns: bonded neighbours and bond lengths (Å).
Atoms and positions in Å:
1 N 3.109 -0.650 -1.347  P2 1.658, H5 1.041, H6 0.971
2 P 1.777 0.039 -0.641  N1 1.658, N3 1.639, S4 2.285
3 N 0.620 -1.066 -0.996  P2 1.639, H7 0.966, H8 0.994
4 S 2.413 -0.482 1.491  P2 2.285, H9 1.407
5 H 4.075 -0.269 -1.419  N1 1.041
6 H 2.850 -1.549 -1.607  N1 0.971
7 H -0.265 -0.717 -1.167  N3 0.966
8 H 0.625 -1.959 -0.559  N3 0.994
9 H 2.897 -1.692 0.959  S4 1.407
10 C -0.781 1.133 1.236  C11 1.371, H13 1.108, H14 1.084
11 C -1.734 1.106 0.251  C10 1.371, C12 1.459, H15 1.019
12 C -3.099 0.592 0.293  C11 1.459, H16 1.089, H17 1.085, H18 1.078
13 H 0.095 1.697 0.858  C10 1.108
14 H -0.783 0.739 2.246  C10 1.084
15 H -1.511 1.675 -0.565  C11 1.019
16 H -3.770 1.448 0.326  C12 1.089
17 H -3.264 -0.065 -0.555  C12 1.085
18 H -3.253 0.021 1.194  C12 1.078

The structure (SMILES) is NP(N)S.C=CC. The calculation puts the HOMO-LUMO gap at 9.125 eV. As for the multiplicity: 1. The calculation puts the LUMO energy at 0.9373 eV.

Charges in e, computed with Löwdin, in the same order as the atoms: atom 1 (N): -0.28, atom 2 (P): 0.47, atom 3 (N): -0.21, atom 4 (S): 0.22, atom 5 (H): 0.07, atom 6 (H): -0.01, atom 7 (H): -0.02, atom 8 (H): 0.04, atom 9 (H): -0.21, atom 10 (C): -0.04, atom 11 (C): -0.27, atom 12 (C): -0.12, atom 13 (H): 0.02, atom 14 (H): 0.06, atom 15 (H): 0.06, atom 16 (H): 0.08, atom 17 (H): 0.07, atom 18 (H): 0.07

The structure with the greatest stability is run b.